# C18H48F14N8O13P2S2

10 unconnected molecules or ions with the total composition C18H48F14N8O13P2S2 (wB97M-V/def2-TZVPD, the Open Molecules 2025 dataset).

Values from the calculation:
**Energy**: -136267.8656 eV
**E_HOMO**: -14.11 eV
**Largest force on an atom**: 0.0785 hartree/bohr
**Energy relative to the best compared isomer or geometry (same formula, charge and spin)**: 0.0 kcal per mole
**HOMO-LUMO gap**: 9.05 eV
**Molar mass**: 976.68 g/mol

Geometry as ORCA input:
```
! wB97M-V def2-TZVPD RIJCOSX def2/J DEFGRID3
* xyz 2 1
C 19.598 -6.584 -2.483
C 19.668 -6.455 -1.030
O 18.782 -6.360 -0.254
N 21.061 -6.518 -0.408
H 21.664 -7.186 -0.898
H 21.500 -5.601 -0.536
C 21.167 -6.982 1.034
H 20.454 -6.139 -3.000
H 18.682 -6.169 -2.900
H 19.598 -7.620 -2.840
H 20.697 -7.963 1.075
H 20.582 -6.298 1.646
H 22.222 -6.907 1.277
C 23.707 -4.755 2.693
C 23.957 -3.280 2.501
O 24.399 -2.810 1.513
N 23.741 -2.404 3.686
H 24.044 -2.933 4.527
H 24.165 -1.481 3.604
C 22.252 -2.214 3.965
H 23.873 -5.240 1.733
H 22.712 -4.960 3.079
H 24.505 -5.126 3.340
H 22.182 -1.636 4.885
H 21.835 -3.201 4.132
H 21.717 -1.655 3.203
C 17.229 -8.995 6.643
C 17.104 -10.483 6.867
O 17.231 -11.087 7.869
N 16.548 -11.204 5.664
H 15.644 -10.799 5.405
H 17.154 -11.120 4.797
C 16.247 -12.671 5.849
H 17.322 -8.465 7.590
H 16.361 -8.624 6.100
H 18.145 -8.731 6.112
H 17.163 -13.205 6.087
H 15.746 -12.938 4.924
H 15.626 -12.847 6.725
C 17.808 -3.368 7.770
C 19.016 -3.983 8.374
O 19.087 -5.082 8.802
N 20.293 -3.196 8.183
H 20.868 -3.650 7.452
H 20.163 -2.234 7.851
C 21.156 -3.056 9.428
H 17.016 -4.100 7.636
H 18.007 -2.927 6.792
H 17.410 -2.590 8.428
H 22.058 -2.576 9.060
H 21.371 -4.049 9.800
H 20.617 -2.420 10.125
C 20.840 -7.524 9.617
C 21.677 -8.183 8.571
O 21.307 -9.151 8.009
N 22.945 -7.475 8.154
H 22.921 -6.463 8.313
H 23.702 -7.924 8.677
C 23.255 -7.642 6.681
H 21.202 -6.591 10.041
H 20.771 -8.252 10.430
H 19.847 -7.396 9.197
H 22.356 -7.475 6.097
H 23.577 -8.665 6.499
H 24.079 -6.950 6.527
C 18.318 -2.869 0.967
C 17.221 -2.852 1.969
O 16.282 -2.141 1.948
N 17.409 -3.828 3.106
H 18.344 -3.605 3.488
H 16.812 -3.480 3.864
C 17.081 -5.244 2.805
H 17.854 -2.559 0.032
H 18.626 -3.909 0.819
H 19.195 -2.273 1.208
H 17.126 -5.717 3.779
H 17.834 -5.723 2.186
H 16.120 -5.385 2.319
P 19.652 -0.988 4.420
F 20.362 -1.759 5.687
F 18.271 -1.805 4.784
F 19.164 0.177 5.402
F 18.941 -0.336 3.134
F 21.034 -0.164 4.205
F 20.150 -2.248 3.501
P 20.092 -5.584 4.875
F 18.699 -4.982 5.383
F 20.740 -4.287 5.701
F 20.327 -6.570 6.159
F 21.544 -5.973 4.352
F 19.388 -6.821 4.129
F 19.915 -4.723 3.496
N 18.182 -11.266 3.443
S 18.463 -9.865 2.809
O 17.301 -9.034 2.648
O 19.531 -9.792 1.852
F 19.163 -9.233 4.110
S 17.844 -12.134 2.048
O 18.967 -12.432 1.199
O 16.592 -11.757 1.444
F 17.480 -13.519 2.720
N 23.302 -3.831 6.815
O 22.764 -2.726 6.876
O 23.192 -4.612 7.789
O 23.977 -4.139 5.811
*
```